# 1
13
Properties=species:S:1:pos:R:3:forces:R:3:nbo_charge:R:1 method="wB97M-V/def2-TZVPD" mol_weight_g_mol=124.07 fmax_ev_per_a=3.8 energy_ha=-514.12801 homo_lumo_gap_ev="8.030 / 8.031" homo_ev="-10.4 / -10.4"
C -0.805965 -0.913927 0.123735 -1.198 -1.308 0.024 -0.16
C 0.238884 0.008882 -0.383035 -2.339 2.869 0.751 0.58
N -0.140693 1.135716 -0.976845 2.255 -2.301 1.500 -0.68
N 1.624148 -0.244484 -0.344368 2.551 -1.103 0.369 0.46
O 1.938314 -1.348918 0.078552 -0.088 0.957 -0.525 -0.29
O 2.373591 0.632876 -0.756235 -0.546 -0.647 0.319 -0.34
O -1.927914 -0.131305 0.487328 0.198 -0.092 -0.139 -0.72
F 0.451579 0.794050 1.776885 -0.389 -0.697 -1.741 -0.77
H -0.495413 -1.554832 0.930618 0.797 0.358 0.538 0.25
H -1.147437 -1.701946 -0.584868 0.265 0.940 -0.352 0.23
H 0.682894 1.792050 -0.948213 -1.563 -0.125 -0.421 0.47
H -1.122577 1.229656 -0.725845 -0.184 1.113 -0.286 0.46
H -1.669410 0.302183 1.322286 0.242 0.036 -0.036 0.52

=====

# 2
10
Properties=species:S:1:pos:R:3:forces:R:3:nbo_charge:R:1 method="wB97M-V/def2-TZVPD" mol_weight_g_mol=80.06 fmax_ev_per_a=7.3 energy_ha=-329.40744 homo_lumo_gap_ev="8.576 / 8.645" homo_ev="-7.8 / -7.9"
C -0.899413 -0.544866 0.402668 2.757 4.820 -4.758 -0.02
C 1.326949 -0.169925 -0.517655 -1.430 0.993 1.241 0.40
O -1.704041 -0.409610 -0.715996 -0.151 -3.409 1.582 -0.70
O 1.772584 1.107277 -0.133564 -0.478 -0.401 0.084 -0.74
F 2.245294 -1.041082 -0.010717 -0.329 -0.545 -0.625 -0.37
H -0.940129 -1.365021 0.964393 -0.467 -3.653 1.461 0.16
H -0.759029 0.352421 0.939930 -0.029 0.906 0.697 0.15
H 1.186944 -0.176521 -1.657423 0.320 -0.282 1.666 0.14
H -1.760828 0.424240 -1.114529 0.372 2.035 -0.245 0.49
H 2.107846 1.126213 0.796237 -0.565 -0.463 -1.104 0.49

=====

# 3
10
Properties=species:S:1:pos:R:3:forces:R:3:nbo_charge:R:1 method="wB97M-V/def2-TZVPD" mol_weight_g_mol=80.06 fmax_ev_per_a=5.1 energy_ha=-329.28994 homo_lumo_gap_ev="11.605 / 6.946" homo_ev="-10.7 / -7.9"
C -2.206524 -0.010768 -0.243169 -3.236 2.148 3.263 -0.29
C 2.757026 0.196967 0.286640 -1.823 0.377 1.636 0.04
O -0.858350 0.138166 -0.223662 3.001 -0.297 0.397 -0.15
O -0.272415 -0.995431 0.137582 -0.151 0.606 -0.190 -0.17
F 3.730314 -0.199325 -0.507060 0.424 -0.293 -0.372 -0.33
H -2.528118 0.023030 -1.235734 -0.828 -1.162 -1.604 0.20
H -2.724869 0.958360 0.164614 1.305 -1.295 -0.439 0.19
H -2.486192 -0.765591 0.526641 -0.157 -0.023 -1.414 0.22
H 2.314897 1.197830 0.100288 0.536 -0.921 -0.038 0.13
H 2.274227 -0.543241 0.993863 0.929 0.861 -1.240 0.15

=====

# 4
11
Properties=species:S:1:pos:R:3:forces:R:3:mulliken_charge:R:1 method="wB97M-V/def2-TZVPD" spin_multiplicity=2 mol_weight_g_mol=146.78 fmax_ev_per_a=5.1 energy_ha=-2227.95896 homo_lumo_gap_ev="7.969 / 7.492" charge=+3 homo_ev="-27.5 / -27.6"
H -1.560430 -0.943251 1.554141 0.149 -1.252 0.670 0.33
O 0.435252 -0.863931 1.637546 -1.891 1.067 2.296 0.17
O 1.575647 -0.748270 1.025747 1.759 -1.072 -1.138 0.14
C -0.704721 -1.288450 0.960266 -1.051 2.451 -2.730 -0.28
H -0.465987 -2.287067 0.587389 -0.560 -0.801 -0.221 0.37
Ga 1.960859 0.818297 0.304171 0.693 0.566 0.287 1.17
O 1.042785 1.471937 -1.049448 1.282 -1.084 -0.259 0.02
C -0.114729 1.281290 -1.486789 -1.328 4.784 -1.180 0.07
H -0.256078 1.445185 -2.571828 0.229 -1.367 -0.299 0.36
H -0.978399 -0.589645 -0.083084 1.222 -1.856 2.110 0.23
H -0.934203 1.703904 -0.878114 -0.504 -1.437 0.463 0.42

=====

# 5
10
Properties=species:S:1:pos:R:3:forces:R:3:nbo_charge:R:1 method="wB97M-V/def2-TZVPD" mol_weight_g_mol=296.88 fmax_ev_per_a=3.3 energy_ha=-729.26996 homo_lumo_gap_ev=8.183 homo_ev=-8.3
C -0.221910 -0.729018 1.231098 -0.241 1.891 -0.866 -0.41
C 0.019787 0.087508 -1.221365 -0.768 0.279 1.640 -0.36
N 0.131792 0.347304 0.288693 0.185 -1.076 -3.089 -0.68
I 1.557796 1.020435 -2.376113 0.912 -0.286 -0.295 0.05
I 0.368653 2.293245 0.785593 -0.332 -0.535 0.268 0.33
H -0.554862 -0.214896 2.095827 0.004 0.308 1.272 0.21
H -1.134738 -1.227011 0.924778 0.219 -0.678 -0.431 0.20
H 0.649694 -1.310809 1.449518 0.166 -0.844 0.116 0.20
H -0.757194 0.762340 -1.635664 -0.207 -1.198 0.389 0.21
H -0.059018 -1.029098 -1.542365 0.062 2.139 0.995 0.25

=====

# 6
12
Properties=species:S:1:pos:R:3:forces:R:3:nbo_charge:R:1 method="wB97M-V/def2-TZVPD" mol_weight_g_mol=211.99 fmax_ev_per_a=4.4 smiles="[H]/N=N/N=C.C=NI" energy_ha=-595.71486 homo_lumo_gap_ev=7.703 homo_ev=-8.0
H 3.039615 -1.073159 1.041851 -1.007 -0.436 -0.955 0.34
N 2.186332 -0.590329 0.688431 -1.541 1.203 0.134 -0.49
N 1.289916 -1.383695 0.294941 3.896 -1.914 0.776 0.10
N 0.119151 -1.488509 0.068990 -1.512 0.913 0.482 -0.10
C -0.814962 -1.697485 -0.758131 0.982 0.132 -0.209 -0.21
H -0.694771 -1.576673 -1.804491 0.358 0.106 -0.910 0.18
H -1.755344 -1.983753 -0.401220 -1.164 -0.251 0.683 0.19
C -0.809101 1.925205 0.697527 0.117 0.458 0.813 -0.07
N -0.809904 1.273634 -0.400268 -0.403 1.608 0.722 -0.52
I 0.017612 2.148473 -2.151928 0.065 -0.322 1.037 0.22
H -1.473851 1.644812 1.532877 -0.038 -1.223 -0.648 0.18
H -0.294692 2.801478 1.191420 0.247 -0.275 -1.923 0.18

=====

# 7
10
Properties=species:S:1:pos:R:3:forces:R:3:nbo_charge:R:1 method="wB97M-V/def2-TZVPD" spin_multiplicity=3 mol_weight_g_mol=185.97 fmax_ev_per_a=7.4 energy_ha=-506.78972 homo_lumo_gap_ev="5.689 / 6.094" charge=-1 homo_ev="-1.7 / -3.4"
C -1.049087 0.288982 0.101494 0.634 1.260 -2.171 -0.68
C 0.216638 -0.251740 -0.467422 -3.975 4.768 -4.027 -0.03
N 0.933381 -1.063702 0.278257 2.656 -3.485 2.409 -0.23
O 1.960518 -1.636018 -0.195919 1.188 -0.691 -0.755 -0.34
I 1.138320 2.697800 -0.019811 0.531 0.572 0.094 -0.89
H -1.282828 0.042183 1.061065 0.112 -0.486 3.209 0.19
H -1.277608 1.363433 -0.056315 0.723 -0.564 0.183 0.25
H -1.825082 -0.186858 -0.390670 -2.046 -1.220 -1.478 0.19
H 0.314851 -0.151314 -1.573960 0.515 -0.584 1.398 0.20
H 0.870897 -1.102767 1.263283 -0.338 0.431 1.136 0.34

=====

# 8
11
Properties=species:S:1:pos:R:3:forces:R:3:nbo_charge:R:1 method="wB97M-V/def2-TZVPD" mol_weight_g_mol=216.95 fmax_ev_per_a=4.5 smiles="C[C@H](O)/N=P/I" energy_ha=-848.20710 homo_lumo_gap_ev=8.565 homo_ev=-9.2
C -1.337293 0.333692 0.439684 3.864 1.457 -1.720 -0.63
C 0.232837 0.238687 0.489616 -1.535 -0.083 -0.525 0.21
O 0.879553 1.342835 -0.108479 -1.941 1.512 0.154 -0.72
N 0.653501 -0.948458 -0.123651 2.923 -1.014 -2.178 -0.84
P 1.854185 -0.887831 -1.276972 -2.893 1.002 2.803 0.79
I 2.151750 -3.184589 -1.632941 0.175 -1.172 -0.311 -0.11
H -1.561208 0.600858 -0.543519 -0.616 1.125 -1.829 0.20
H -1.649190 1.033388 1.126926 -1.188 1.082 1.638 0.21
H -1.640715 -0.616050 0.421686 -1.735 -3.652 1.189 0.24
H 0.333033 0.199733 1.555562 1.283 -0.152 0.799 0.18
H 0.083548 1.887736 -0.347912 1.665 -0.105 -0.019 0.48

=====

# 9
10
Properties=species:S:1:pos:R:3:forces:R:3:nbo_charge:R:1 method="wB97M-V/def2-TZVPD" mol_weight_g_mol=187.96 fmax_ev_per_a=5.5 energy_ha=-527.21404 homo_lumo_gap_ev="8.447 / 8.449" homo_ev="-8.5 / -8.5"
C -0.250279 -0.793110 -0.537971 -3.592 -0.564 1.274 -0.29
C 1.162921 0.921529 -0.032819 -0.430 -2.273 2.900 0.47
O 1.455766 2.195691 0.016504 3.956 -2.021 -1.701 -0.69
O 0.224541 0.464701 -0.850527 0.336 1.354 -0.660 -0.52
I 2.983671 -0.165967 0.027089 0.181 -0.178 -0.122 0.11
H -1.168685 -1.118647 -1.130517 0.995 1.323 0.640 0.20
H -0.463681 -0.716497 0.581099 -0.113 -0.434 -0.991 0.21
H 0.381036 -1.598807 -0.679621 2.127 -1.237 -0.326 0.19
H 0.362007 0.276064 1.724617 0.948 1.015 -2.177 -0.18
H 0.760628 2.703562 0.222714 -4.409 3.015 1.164 0.49

=====

# 10
9
Properties=species:S:1:pos:R:3:forces:R:3:nbo_charge:R:1 method="wB97M-V/def2-TZVPD" mol_weight_g_mol=188.03 fmax_ev_per_a=2.7 energy_ha=-774.92942 homo_lumo_gap_ev="8.371 / 7.453" homo_ev="-8.0 / -7.4"
C 0.027136 -1.256824 0.321860 -2.122 0.387 -0.763 -0.60
C 0.084370 1.529077 0.480007 -0.581 -0.478 -0.179 -0.63
S 0.561761 -1.548630 -1.269217 2.146 -0.299 1.296 0.14
I 0.349406 1.839760 -1.520881 0.129 0.358 0.450 0.20
H 0.643149 -0.902808 1.065632 1.667 0.170 1.313 0.20
H -1.043511 -1.192621 0.566259 0.626 -0.285 -0.401 0.21
H 0.847554 1.255787 1.175838 0.681 0.200 -0.214 0.19
H -0.859144 1.819684 0.906000 -0.209 0.062 -0.181 0.19
H -0.610721 -1.543425 -1.725497 -2.336 -0.115 -1.321 0.11